DFT (ωB97M-V/def2-TZVPD) results for a structure of composition C15H35ClMgN5O5 at a distorted geometry.

```
62
Properties=species:S:1:pos:R:3:forces:R:3:mulliken_charge:R:1
H -1.628131 -1.667754 -1.239217 -0.1 0.1 0.5 -0.014
Cl -0.259369 -1.111267 3.716238 0.1 -0.1 0.2 -0.715
H 3.113906 1.253477 0.416556 -0.4 0.1 -0.1 0.302
H -2.776835 -1.507636 -2.524026 -0.3 0.0 0.0 0.405
C 2.152261 -4.592316 -1.014949 0.1 0.7 -0.3 -0.982
H 4.243864 -2.062895 2.379286 -0.1 -0.1 0.0 0.337
C -4.869192 -0.716053 -1.207762 0.0 0.6 -0.1 -0.932
Mg -0.243825 -0.246385 1.589748 0.3 -0.4 0.3 1.241
H 0.555409 3.041362 0.764232 -0.1 -0.1 0.2 -0.059
H 0.223717 2.672855 -4.021118 0.0 0.0 0.2 0.323
N 3.920437 -0.116804 1.657197 0.2 -0.5 0.0 0.120
C 5.232087 -0.004421 1.039972 -0.4 0.4 0.0 -0.827
H -0.546338 -4.762611 -1.111789 -0.1 -0.2 0.1 0.366
C 2.841282 0.516938 1.188626 0.8 -0.4 0.5 0.117
H 4.361553 -0.756407 3.578346 -0.1 -0.2 0.1 0.353
H 5.988961 0.273149 1.771966 0.0 -0.1 0.1 0.309
C -2.682990 -1.785495 -1.471221 0.3 -0.1 -0.4 -0.825
C -0.146604 -4.604340 -0.104171 -0.2 0.4 -0.5 -1.008
C 0.317881 1.627940 -3.713337 0.1 0.5 -0.5 -0.916
C -1.689902 1.864443 -2.335963 -0.2 0.5 0.6 -0.976
C 1.312566 -2.646454 0.173894 -0.1 -0.8 -0.2 0.159
O 1.715370 0.306061 1.611033 0.1 0.6 -0.3 -0.607
O -2.060057 -0.794508 0.992101 -0.6 0.1 0.2 -0.718
C -3.160802 -0.520936 0.538574 0.2 -0.6 -0.2 0.071
H 2.745055 -1.233902 2.964112 0.1 -0.2 0.2 0.191
H -0.875762 -4.012767 0.443298 0.2 0.1 0.2 0.287
H -0.291279 4.261435 -0.176204 0.0 0.2 0.1 0.306
H 5.200281 0.777741 0.280640 0.1 -0.1 -0.1 0.269
C 0.011934 3.980129 0.837148 -0.1 0.1 -0.3 -0.681
H 1.381201 1.397602 -3.709149 0.0 -0.2 0.2 0.312
H 2.244009 -4.177561 -2.024852 -0.2 0.0 0.0 0.353
H -1.206538 5.803606 2.347438 0.0 0.0 0.1 0.306
N 1.117729 -3.898862 -0.248851 0.3 -0.3 0.0 0.177
C -1.891870 5.003774 2.075895 -0.4 0.1 -0.2 -0.879
H -4.787824 -0.287346 -2.210117 0.1 -0.3 -0.1 0.329
H 1.879913 -5.634412 -1.133851 0.2 -0.1 0.3 0.336
H -5.443581 -1.639264 -1.252738 -0.1 0.0 0.0 0.334
N -0.309862 1.432138 -2.421708 0.1 0.0 -0.3 0.262
H -1.809394 2.791343 -2.897487 0.0 -0.3 -0.4 0.430
H -0.161784 1.054328 -4.510396 0.0 -0.2 0.2 0.335
O 0.437406 -1.957188 0.658805 -0.2 0.1 0.1 -0.736
H 0.654893 4.753257 1.260417 0.0 0.0 -0.1 0.412
C 0.315023 0.786889 -1.426292 -0.2 0.6 -0.1 0.079
H -3.939002 0.028166 1.075966 0.1 0.2 0.2 0.395
C -1.454515 2.628963 2.206847 -0.4 0.3 0.2 0.132
H 1.376360 0.619200 -1.672495 0.0 -0.3 0.2 0.179
H -2.375836 1.091844 -2.677627 -0.1 0.0 -0.1 0.265
O -0.208105 0.515418 -0.357258 0.1 0.2 -0.8 -0.143
H -1.960589 2.166490 -1.322140 0.2 -0.5 0.2 0.165
N -1.151801 3.820352 1.683974 0.1 -0.2 0.2 0.189
H 5.499076 -0.957405 0.583617 0.1 0.0 -0.1 0.317
H 3.124513 -4.456417 -0.542091 0.0 -0.4 0.1 0.338
H -2.563735 4.779226 2.902022 0.2 0.0 0.2 0.303
H -2.305041 2.690998 2.899824 0.0 -0.2 0.1 0.362
H -2.542871 5.364864 1.275679 0.2 0.0 -0.2 0.322
H 2.351471 -2.317907 0.027466 0.0 0.2 0.1 0.244
H 0.013970 -5.562158 0.385132 0.0 0.0 0.0 0.384
C 3.800201 -1.127024 2.719585 0.0 0.7 -0.2 -0.870
H -2.954310 -2.836180 -1.360703 0.0 0.0 0.0 0.394
H -5.401143 0.052378 -0.646335 0.0 -0.3 0.3 0.299
N -3.543634 -0.943894 -0.664353 -0.2 0.1 -0.6 0.263
O -0.889803 1.582203 1.952563 0.0 0.5 0.1 -0.486
```
Positions in Å, forces in eV/Å.

lowest unoccupied orbital energy = -2.1 eV
total charge = +1
frontier orbital gap = 8.172 eV

DFT (ωB97M-V/def2-TZVPD) results for a cluster of 5 separate species, C15H35N5O5 in total at a distorted geometry.

```
60
Properties=species:S:1:pos:R:3:forces:R:3:mulliken_charge:R:1
N -1.254159 0.557142 -1.320260 -0.2 1.6 2.0 0.295
H 2.343701 -0.274395 1.720470 -0.4 0.0 0.4 -0.043
H -5.453782 6.111998 -3.814838 0.1 0.0 -0.3 0.295
C 3.975994 0.728948 0.022238 -1.2 0.6 1.0 -0.758
N 4.163327 0.551213 1.493959 0.7 -0.9 -0.9 0.045
C 1.684045 -5.299320 1.592813 0.5 0.0 0.4 -0.952
H -0.333633 -3.853915 2.132056 -0.1 0.3 0.6 0.149
H -1.571599 -0.778418 1.326608 -0.5 0.6 0.1 0.201
C -1.314128 1.529738 -0.216430 0.6 0.9 -0.6 -0.935
N 1.484363 -4.529315 0.376808 -1.3 -0.7 0.2 0.164
C -0.182309 -0.171235 -1.458176 3.2 -1.5 1.7 0.096
H 5.415088 0.946245 3.147548 -0.6 0.6 -0.1 0.331
H -2.217036 -0.160598 -3.042087 0.7 0.0 0.0 0.357
H -0.856848 0.300676 2.567910 0.1 0.0 -0.1 0.334
H -1.799259 4.403579 -2.799385 -0.1 0.3 -0.3 0.291
H -0.402135 1.519892 0.380454 -0.3 -0.9 0.2 0.097
H -3.221745 0.137632 -1.740393 -0.4 0.8 0.2 0.332
C -2.691415 4.821494 -2.333004 -1.1 0.7 0.3 -0.917
H -4.715731 3.280156 -3.721214 -0.2 0.0 0.0 0.302
C 0.827331 -5.036195 -0.681285 0.9 -2.2 -0.6 0.188
H 3.587745 1.747281 0.003235 0.4 0.3 -1.0 0.372
O 1.047095 -2.644178 4.053637 -0.1 0.6 0.0 -0.575
O -4.486575 7.117693 -2.370054 0.4 -0.6 -0.3 -0.581
H 6.259121 0.349834 1.839065 0.0 -0.2 -0.7 0.311
C -4.575736 6.183792 -3.154492 -1.3 1.3 0.6 0.145
H 1.574574 -2.645410 1.198852 0.6 0.3 0.0 -0.069
C -1.049955 -3.034817 2.068197 1.0 0.3 0.3 -0.880
C 2.020277 -3.204018 0.375814 0.2 0.1 -0.7 -0.609
H -2.488616 5.730600 -1.766882 0.2 -0.1 -0.1 0.343
N -3.774115 5.137084 -3.279336 2.0 -2.2 -0.5 0.064
H -4.578927 4.459355 -5.074753 -0.1 -0.3 0.0 0.374
H -2.032972 -3.394072 2.372683 0.0 0.3 0.7 0.364
C -2.333889 0.547605 -2.221784 -1.0 -0.7 -1.0 -0.960
H -0.333536 -0.941008 -2.230685 0.5 0.1 -0.2 0.285
H 5.639126 1.997207 1.661694 0.1 0.1 0.3 0.315
H -2.274102 -0.606678 3.021875 -0.4 0.0 -0.4 0.342
H 2.763682 -5.391007 1.711493 0.1 -0.4 0.2 0.367
O 0.505651 -6.225998 -0.815977 -0.2 1.7 0.4 -0.618
H -2.235872 1.470620 0.362349 0.1 -0.3 0.0 0.450
H 1.199666 -6.275335 1.622425 0.1 0.1 -0.7 0.310
H -2.428867 1.532336 -2.679378 -0.6 0.0 0.2 0.277
O 0.840775 -0.121614 -0.714244 -2.2 -0.1 -1.9 -0.551
C 3.176868 0.125299 2.319032 1.1 0.2 0.3 0.658
H -1.223402 2.539942 -0.615616 -0.5 0.2 -0.4 0.276
H 0.600514 -0.644445 4.006504 0.0 0.0 0.0 0.393
C 0.417809 -1.673932 3.661566 0.2 -1.5 0.0 -0.003
H 1.337571 -4.773590 2.482572 0.0 0.4 -0.1 0.339
H -3.093041 4.079078 -1.643347 0.2 -0.2 0.2 0.340
H -1.156580 -2.916457 0.989905 0.2 0.7 -0.1 0.298
H 1.833977 -2.707933 -0.576702 -0.6 0.1 0.1 0.219
H 4.817988 0.570602 -0.651611 0.4 0.1 0.7 0.322
C -1.385620 -0.635945 2.391129 0.4 0.0 0.2 -0.993
H 3.166061 0.142632 -0.411739 -0.1 -0.4 0.6 0.126
H -3.180065 3.512223 -4.517811 0.1 0.3 0.0 0.278
N -0.567537 -1.768382 2.738647 -1.0 -1.2 -1.1 0.296
C 5.417637 1.006743 2.059228 0.3 -0.2 0.1 -0.991
H 0.805660 -4.340183 -1.534103 -0.4 0.2 0.1 0.300
O 3.287514 0.168358 3.540582 -0.9 -0.3 -0.8 -0.675
C -4.086662 4.028832 -4.202721 -0.2 0.8 0.3 -0.929
H 3.106692 -3.287435 0.346959 0.2 0.3 0.9 0.401
```
Positions in Å, forces in eV/Å.

lowest unoccupied orbital energy = 0.0 eV
frontier orbital gap = 9.022 eV

DFT (ωB97M-V/def2-TZVPD) results for a cluster of 5 separate species, C15H35N5O5 in total at a distorted geometry.

```
60
Properties=species:S:1:pos:R:3:forces:R:3:mulliken_charge:R:1
H 7.501783 13.827693 11.022374 0.1 -0.1 -0.6 0.125
C 8.178653 8.853259 14.729258 2.5 1.4 -1.0 -1.133
C 5.011953 14.416425 15.938435 -0.6 -0.6 0.4 -0.868
H 7.325187 10.572152 19.882185 -0.6 -0.1 -0.3 0.281
C 5.183425 12.084290 14.937162 -0.5 1.5 0.9 -0.853
H 6.190718 7.495584 17.987646 -0.2 -1.1 0.2 0.392
H 5.229841 11.654907 13.960567 0.6 -0.2 -0.5 0.271
H 5.901305 10.916242 9.302826 0.7 0.6 0.1 0.300
H 5.476738 12.562495 9.657984 -0.1 0.1 -0.4 0.345
H 8.695858 7.194421 9.941889 -0.5 0.3 1.0 0.347
H 8.112491 8.168504 11.439911 0.6 0.1 -0.1 -0.090
C 7.859592 13.682908 9.983636 -0.7 0.3 0.4 -0.795
O 8.821913 11.012092 16.450641 0.0 0.1 0.9 -0.596
H 6.956678 5.535715 9.167225 0.7 -0.1 -0.5 0.354
C 5.957292 6.973975 11.688417 -1.2 -0.2 0.9 0.120
H 7.758236 8.620505 9.727421 -0.2 0.5 0.1 0.060
C 7.899578 7.813077 10.438554 0.1 -0.8 -0.3 -0.299
H 7.394084 14.477976 9.346598 0.5 -0.7 0.4 0.340
H 7.330899 8.229883 14.700281 -1.5 0.0 -0.3 0.358
H 4.378047 9.736191 20.169712 0.2 -0.1 0.0 0.309
O 9.664153 11.612309 9.438933 0.3 -0.3 0.2 -0.621
N 6.682504 7.025313 10.558122 0.7 0.8 0.3 0.193
H 5.039150 6.298627 11.657914 1.0 0.5 -0.4 0.221
H 7.072183 10.935422 18.189227 0.0 -0.3 -0.2 0.186
H 4.009861 14.157204 16.344010 0.5 0.2 -0.2 0.300
C 8.399600 11.259844 15.347960 -0.3 -0.9 -1.9 0.033
H 8.275341 12.272129 14.933079 0.0 0.2 0.2 0.335
H 5.456980 15.133099 13.523913 0.2 0.5 0.0 0.352
H 8.898023 8.428289 13.969873 -0.6 0.3 0.8 0.282
H 8.520439 10.368072 12.327857 -0.1 0.7 0.3 0.457
H 5.890041 11.661959 15.658097 -0.2 -0.1 -0.3 0.098
H 4.157720 11.929224 15.256314 -0.2 -0.3 0.5 0.386
H 6.181971 7.060264 8.477579 0.3 -0.9 1.2 0.259
N 7.512040 12.353897 9.501402 0.4 -1.1 -0.1 0.266
H 5.850094 11.448360 19.279883 0.0 -0.6 0.3 0.379
H 6.821050 10.219745 12.567787 0.1 0.4 0.8 0.211
H 8.616764 8.758914 15.721731 0.2 0.2 -0.1 0.417
C 6.549452 10.616252 19.089428 0.0 0.3 0.1 -0.831
C 7.704748 10.741941 12.984471 0.7 -0.6 0.7 -0.648
C 6.409079 8.512211 17.807821 0.2 0.4 0.3 -1.072
H 8.945245 13.730913 9.989206 0.0 0.2 -0.2 0.337
O 5.926466 13.393849 12.621799 0.3 -0.7 -1.2 -0.533
O 4.181122 7.861489 19.393768 1.2 1.9 -0.2 -0.622
C 6.303610 6.365791 9.381345 -2.0 -0.6 -1.5 -0.901
H 6.065238 12.083154 7.986829 -0.2 0.3 0.5 0.355
C 6.191647 11.972912 9.082953 -1.2 -0.2 -0.2 -1.025
H 7.568692 11.852756 12.932750 0.2 -1.2 0.0 -0.001
H 5.024681 15.448073 15.643805 -0.2 0.5 -0.4 0.303
H 7.450912 8.704787 17.818589 1.2 -0.2 -0.4 0.388
O 6.172879 7.591192 12.719037 0.3 -0.1 -0.4 -0.513
H 5.744971 14.338171 16.735388 0.1 -0.2 0.2 0.291
H 8.115781 10.618672 8.586221 -0.1 -0.2 0.4 0.438
N 5.884822 9.319822 18.868776 0.4 1.2 -0.2 0.165
C 4.775336 8.956595 19.490268 -2.0 -1.6 1.0 0.068
N 8.050526 10.325325 14.405384 -0.9 -0.7 -0.4 0.290
N 5.338815 13.562521 14.828540 0.5 -0.9 -1.7 0.267
C 8.483878 11.453334 9.213105 0.4 1.0 -0.6 -0.100
H 5.334362 5.865133 9.571686 0.2 0.4 -0.3 0.288
C 5.615255 14.054498 13.570330 -0.9 0.4 2.4 0.001
H 6.009093 8.790741 16.854997 -0.3 0.3 -0.7 0.331
```
Positions in Å, forces in eV/Å.

lowest unoccupied orbital energy = 0.4 eV
frontier orbital gap = 9.480 eV

Relative energy (zero: lowest compared OMol25 entry of this formula, charge and spin)
In order: 0.0000 3.6209 3.1486
Unit: eV
E_HOMO
In order: -0.37827 -0.33179 -0.33219
Unit: hartree